# 1
# C4H10BrNP

The ion C4H10BrNP with charge -1 (ωB97M-V/def2-TZVPD, the OMol25 dataset).

Structure (XYZ):
```
17
C4H10BrNP | the OMol25 dataset | ωB97M-V/def2-TZVPD
C -1.10 -1.01 -1.10
C -0.42 0.25 -1.65
P 0.91 1.14 -0.68
C 0.02 1.16 0.99
C 0.34 0.04 1.96
N 2.33 0.37 -0.65
Br 2.37 -1.61 -0.49
H -2.01 -1.24 -1.65
H -1.38 -0.88 -0.05
H -0.44 -1.87 -1.15
H -1.18 1.02 -1.82
H 0.03 0.03 -2.62
H -1.06 1.23 0.84
H 0.32 2.11 1.44
H 1.41 -0.01 2.14
H 0.04 -0.93 1.57
H -0.16 0.19 2.92
```

## Properties
**Maximum force**: 0.5 eV Å⁻¹
**DFT total energy**: -3128.52588 Eh
**Molar mass**: 183.01 g mol⁻¹
**Gap between HOMO and LUMO**: 6.78 eV
**Charge**: -1
**SMILES**: CCP(CC)[N-]Br
**HOMO**: -3.02 eV
**Spin multiplicity**: 1

Mulliken atomic charge list, values in e, 5 entries:
1 C -0.838
2 C -0.685
3 P 0.026
4 C -0.690
5 C -1.145

# 2
# C5H10N

The ion C5H10N with charge +1 at a distorted geometry (ωB97M-V/def2-TZVPD, the OMol25 dataset).

Structure (XYZ):
```
16
C5H10N | the OMol25 dataset | ωB97M-V/def2-TZVPD
C 0.83 -0.71 -1.36
C 1.12 -0.52 -0.11
C -0.47 -0.62 -1.95
C -1.24 0.01 0.20
C 0.27 1.10 1.62
N 0.00 -0.08 0.77
H 1.56 -0.88 -2.10
H 2.10 -0.50 0.28
H -0.67 0.15 -2.67
H -1.00 -1.54 -1.97
H -1.51 1.07 -0.11
H -1.90 -0.74 0.49
H 1.18 0.93 2.17
H 0.48 2.00 1.03
H -0.64 1.05 2.20
H -0.12 -0.73 1.50
```

## Properties
**Maximum force**: 6.9 eV Å⁻¹
**DFT total energy**: -250.86145 Eh
**Molar mass**: 84.14 g mol⁻¹
**Gap between HOMO and LUMO**: 9.47 eV
**Charge**: +1
**HOMO**: -13.65 eV
**Spin multiplicity**: 1

Mulliken atomic charge list, values in e, 5 entries:
1 C -0.108
2 C -0.222
3 C -0.735
4 C -0.706
5 C -0.998

# 3
# C2H2Br3OP

An isolated molecule of C2H2Br3OP at a distorted geometry (ωB97M-V/def2-TZVPD, the OMol25 dataset).

Structure (XYZ):
```
9
C2H2Br3OP | the OMol25 dataset | ωB97M-V/def2-TZVPD
C 0.94 -2.32 -0.20
C -0.41 0.19 -0.05
O 1.14 -2.78 0.88
P -0.82 -1.36 -0.45
Br 2.49 -2.30 -1.38
Br -1.91 -2.38 1.15
Br -2.91 -0.84 -1.62
H 0.54 0.63 -0.50
H -1.20 0.96 0.05
```

## Properties
**Maximum force**: 4.5 eV Å⁻¹
**DFT total energy**: -8215.94365 Eh
**Molar mass**: 312.72 g mol⁻¹
**Gap between HOMO and LUMO (alpha / beta)**: 7.76 / 7.05 eV
**Charge**: 0
**HOMO (alpha / beta)**: -7.98 / -10.09 eV
**Spin multiplicity**: 3

Mulliken atomic charge list, values in e, 5 entries:
1 C 0.420
2 C -0.559
3 O -0.320
4 P 0.299
5 Br -0.155